Formula: C5H4N2
Source: the OMol25 dataset
Level of theory: ωB97M-V/def2-TZVPD

The calculation puts the LUMO energy at 0.85 eV. Its highest occupied orbital energy is -9.336 eV. The calculation puts the calculated total energy at -8224.947 eV. The SMILES is [H]/N=C/[C@]1(C#C)C=N1. The calculation puts the molecular weight at 92.1 u. As for the orbital gap: 0.374 Ha.

Atoms and positions in Å:
C: 2.50732 -0.46088 -0.14510
C: 1.33042 -0.19593 -0.21568
C: -0.05463 0.25361 -0.13062
C: -1.00897 -0.68323 0.53572
N: -2.19775 -0.74964 0.10474
N: -0.83142 1.05312 -1.29461
C: -0.23837 1.66725 -0.39059
H: 3.54925 -0.71085 -0.12840
H: -0.58462 -1.33804 1.30679
H: -2.73283 -1.44957 0.61486
H: 0.26160 2.61417 -0.25711

Formula: C7H11NO2S2
Source: the OMol25 dataset
Level of theory: ωB97M-V/def2-TZVPD

The calculation puts the LUMO energy at -0.03 eV. Its highest occupied orbital energy is -8.722 eV. The calculation puts the calculated total energy at -34691.898 eV. The SMILES is CC(C)c1nc(C(=O)O)cs1.S. The calculation puts the molecular weight at 205.3 u. As for the orbital gap: 0.319 Ha.

Atoms and positions in Å:
C: -1.77844 1.71138 0.07423
C: -1.84507 0.30353 0.07953
C: -3.08731 -0.57657 0.12842
C: 0.28727 0.51544 0.11190
C: 2.22959 0.51912 -1.13516
C: 2.52520 0.91888 1.30413
C: 1.78141 0.11851 0.26020
N: -0.65499 -0.31519 0.09883
O: -3.18579 -1.81883 0.16926
O: -4.14988 0.17967 -0.30864
S: -0.19173 2.23149 0.00303
S: -0.31693 -3.62005 0.08023
H: -2.57700 2.33759 -0.25580
H: 3.10031 -0.12919 -1.37843
H: 2.47677 1.54731 -1.36695
H: 1.47425 0.07723 -1.80299
H: 3.55660 0.98690 1.09664
H: 2.36530 0.50623 2.41711
H: 2.09378 1.88428 1.37340
H: 1.80496 -0.89681 0.45754
H: -4.86497 -0.51208 -0.29052
H: -1.45683 -2.77007 -0.01835
H: 0.41351 -3.19879 -1.09761

Formula: C20H22BF2N3O2
Source: the OMol25 dataset
Level of theory: ωB97M-V/def2-TZVPD

The calculation puts the LUMO energy at -1.43 eV. Its highest occupied orbital energy is -7.417 eV. The calculation puts the calculated total energy at -35778.389 eV. The calculation puts the molecular weight at 385.2 u. As for the orbital gap: 0.220 Ha.

Atoms and positions in Å:
O: 4.22029 -0.43288 0.82960
F: -2.89720 1.16973 0.29231
F: -2.30423 1.76836 -1.80963
O: -1.85634 -4.96787 -2.13678
C: 3.52780 -0.47905 1.84395
C: 0.97088 1.21459 0.41304
C: -0.42855 4.50012 0.82488
C: 0.34244 0.13696 -0.19595
C: 0.30468 2.40677 0.46930
C: 0.68123 3.70745 0.96924
C: 0.80708 -1.16812 -0.51192
C: -1.51763 3.78766 0.24560
C: -2.72369 -2.69656 -2.20914
C: -0.47959 -3.21060 -1.39365
C: -2.60353 -1.42750 -1.74761
C: -1.70188 -3.61692 -1.92715
C: -0.31378 -1.86815 -1.04078
C: -1.43615 -1.00517 -1.10701
N: -0.99988 0.20261 -0.63932
N: 2.57819 -1.44468 2.06766
N: -1.03829 2.56544 0.05949
B: -1.86876 1.44470 -0.54162
C: -3.13743 -5.34804 -2.63732
C: 3.69229 0.56831 2.85531
C: 2.06172 4.17088 1.37152
C: -2.89486 4.22642 0.02433
C: 2.13281 -1.76100 -0.33250
C: 2.24356 -2.42901 1.05435
H: 1.96657 1.13330 0.76544
H: -0.44514 5.56963 1.03342
H: -3.62476 -3.01890 -2.74924
H: 0.28865 -3.95591 -1.21718
H: -3.38095 -0.71446 -1.88582
H: 1.88415 -1.32550 2.85325
H: -3.10632 -6.41950 -2.82875
H: -3.86978 -5.16138 -1.83731
H: -3.33012 -4.79654 -3.55010
H: 3.09622 0.32714 3.77068
H: 4.74598 0.63974 3.16076
H: 3.38314 1.52287 2.42957
H: 2.09224 4.75283 2.30002
H: 2.68683 3.28572 1.52116
H: 2.49433 4.74011 0.53488
H: -3.50190 3.44265 -0.41079
H: -3.39784 4.50062 0.95475
H: -2.91815 5.09374 -0.64686
H: 2.27240 -2.50610 -1.13340
H: 2.91682 -1.02693 -0.49025
H: 1.31189 -2.96597 1.31262
H: 3.07457 -3.13165 1.02294

Repeat the third record exactly.
Formula: C20H22BF2N3O2
Source: the OMol25 dataset
Level of theory: ωB97M-V/def2-TZVPD

The calculation puts the LUMO energy at -1.43 eV. Its highest occupied orbital energy is -7.417 eV. The calculation puts the calculated total energy at -35778.389 eV. The calculation puts the molecular weight at 385.2 u. As for the orbital gap: 0.220 Ha.

Atoms and positions in Å:
O: 4.22029 -0.43288 0.82960
F: -2.89720 1.16973 0.29231
F: -2.30423 1.76836 -1.80963
O: -1.85634 -4.96787 -2.13678
C: 3.52780 -0.47905 1.84395
C: 0.97088 1.21459 0.41304
C: -0.42855 4.50012 0.82488
C: 0.34244 0.13696 -0.19595
C: 0.30468 2.40677 0.46930
C: 0.68123 3.70745 0.96924
C: 0.80708 -1.16812 -0.51192
C: -1.51763 3.78766 0.24560
C: -2.72369 -2.69656 -2.20914
C: -0.47959 -3.21060 -1.39365
C: -2.60353 -1.42750 -1.74761
C: -1.70188 -3.61692 -1.92715
C: -0.31378 -1.86815 -1.04078
C: -1.43615 -1.00517 -1.10701
N: -0.99988 0.20261 -0.63932
N: 2.57819 -1.44468 2.06766
N: -1.03829 2.56544 0.05949
B: -1.86876 1.44470 -0.54162
C: -3.13743 -5.34804 -2.63732
C: 3.69229 0.56831 2.85531
C: 2.06172 4.17088 1.37152
C: -2.89486 4.22642 0.02433
C: 2.13281 -1.76100 -0.33250
C: 2.24356 -2.42901 1.05435
H: 1.96657 1.13330 0.76544
H: -0.44514 5.56963 1.03342
H: -3.62476 -3.01890 -2.74924
H: 0.28865 -3.95591 -1.21718
H: -3.38095 -0.71446 -1.88582
H: 1.88415 -1.32550 2.85325
H: -3.10632 -6.41950 -2.82875
H: -3.86978 -5.16138 -1.83731
H: -3.33012 -4.79654 -3.55010
H: 3.09622 0.32714 3.77068
H: 4.74598 0.63974 3.16076
H: 3.38314 1.52287 2.42957
H: 2.09224 4.75283 2.30002
H: 2.68683 3.28572 1.52116
H: 2.49433 4.74011 0.53488
H: -3.50190 3.44265 -0.41079
H: -3.39784 4.50062 0.95475
H: -2.91815 5.09374 -0.64686
H: 2.27240 -2.50610 -1.13340
H: 2.91682 -1.02693 -0.49025
H: 1.31189 -2.96597 1.31262
H: 3.07457 -3.13165 1.02294

Among the records above, which one has the highest LUMO? C5H4N2

molecular weight of number 1 (C5H4N2)? 92.1 u